# C18H18N6OS2Tc

A structure of composition C18H18N6OS2Tc (the ωB97M-V functional and the def2-TZVPD basis, the Open Molecules 2025 dataset).

Geometry as ORCA input:
```
! RIJCOSX wB97M-V def2-TZVPD def2/J DEFGRID3
* xyz 2 4
Tc -1.5078 0.3333 1.5424
S 0.1126 -1.4473 1.3963
C 0.1904 -0.7502 -0.1896
N 0.5462 -1.2762 -1.3229
N 0.9215 -2.5554 -1.2651
C 1.4511 -3.2086 -2.3313
C 1.6607 -2.5541 -3.5629
C 2.2056 -3.2689 -4.6012
C 2.5441 -4.6156 -4.4357
C 2.3346 -5.2611 -3.2149
C 1.7901 -4.5697 -2.1612
N -0.4285 0.5370 -0.2510
N 0.0019 1.3158 0.7981
C 1.2508 1.7887 0.9790
C 1.5738 2.3557 2.2318
C 2.8390 2.8513 2.4334
C 3.7785 2.8040 1.3996
C 3.4516 2.2610 0.1567
C 2.1925 1.7530 -0.0725
H 0.7964 -3.0663 -0.3894
H 1.3891 -1.5143 -3.6649
H 2.3751 -2.7876 -5.5542
H 2.9735 -5.1642 -5.2628
H 2.6008 -6.3022 -3.0998
H 1.6214 -5.0520 -1.2059
H 0.8234 2.3784 3.0113
H 3.1070 3.2791 3.3893
H 4.7708 3.2019 1.5626
H 4.1880 2.2460 -0.6348
H 1.9118 1.3496 -1.0355
S -3.2610 -0.7816 0.2924
C -3.8761 0.8062 0.2820
N -5.0160 1.2238 -0.3027
C -5.4219 2.5154 -0.2465
C -4.6570 3.4338 0.4118
C -3.4727 2.9759 1.0016
N -3.1076 1.7085 0.9316
H -5.5858 0.5383 -0.7882
H -6.3547 2.7498 -0.7404
H -4.9569 4.4681 0.4702
H -2.8089 3.6429 1.5378
C -0.9519 0.3110 4.5632
O -1.5578 0.6831 3.3229
H -0.6446 1.2143 5.0866
H -0.0921 -0.3336 4.3828
H -1.7010 -0.2167 5.1501
*
```

Properties
expectation value of S² = 3.835
HOMO (spin up / spin down) = -13.5 / -14.1 eV
ΔE to the lowest compared entry with this formula, charge and spin = 45.3 kcal/mol
orbital gap (spin up / spin down) = 6.6 / 6.3 eV

# C18H18N6S3

The molecule C18H18N6S3 at a distorted geometry (the ωB97M-V functional and the def2-TZVPD basis, the Open Molecules 2025 dataset).

Geometry as ORCA input:
```
! RIJCOSX wB97M-V def2-TZVPD def2/J DEFGRID3
* xyz 0 1
C 3.9373 1.5556 -4.3584
C 3.2053 0.2135 -4.1904
C 2.1734 0.2443 -3.0574
S 3.0054 0.3073 -1.4088
C 1.6679 0.0916 -0.3066
N 1.9962 -0.4011 0.8975
C 1.0294 -0.5386 1.8164
S 1.3546 -1.3005 3.3884
C 1.4407 -3.0120 2.9674
C 2.0255 -3.8617 3.9232
C 2.3085 -5.1667 3.6263
C 1.9859 -5.5702 2.3431
C 1.3676 -4.6994 1.4436
N 1.0604 -3.4575 1.7548
C -0.2635 -0.1914 1.5561
N -1.4616 -0.2468 2.2202
N -2.4135 0.1585 1.4598
N -1.8808 0.5229 0.2601
C -2.5967 0.9339 -0.9821
C -3.9201 1.6371 -0.6862
C -3.8010 2.9298 0.0309
C -4.4315 3.0912 1.2429
C -4.3337 4.4048 1.7822
C -3.5679 5.2387 0.9979
S -2.9530 4.4072 -0.4657
C -0.5365 0.2716 0.3048
N 0.4047 0.4143 -0.6536
H 4.4170 1.8397 -3.4037
H 4.6473 1.4604 -5.1897
H 3.2229 2.3394 -4.6059
H 2.6914 -0.0820 -5.0875
H 3.9442 -0.5856 -3.9620
H 1.4697 1.0508 -3.1955
H 1.5706 -0.6847 -3.0867
H 2.1876 -3.4847 4.9378
H 2.7405 -5.8540 4.3550
H 2.1458 -6.5786 2.0713
H 1.0246 -5.1086 0.4785
H -1.9352 1.5722 -1.5749
H -2.7612 0.0227 -1.6030
H -4.4238 1.7912 -1.6495
H -4.5010 0.9821 -0.0599
H -5.0408 2.3297 1.7472
H -4.8038 4.7304 2.7160
H -3.3987 6.2832 1.2066
*
```

Properties
HOMO = -8.5 eV
ΔE to the lowest compared entry with this formula, charge and spin = 1.4 kcal/mol
orbital gap = 8.2 eV
SMILES = CCCSc1nc(Sc2ccccn2)c2nnn(CCc3cccs3)c2n1

# C18H18NO3Ti

A structure of composition C18H18NO3Ti at a distorted geometry (the ωB97M-V functional and the def2-TZVPD basis, the Open Molecules 2025 dataset).

Geometry as ORCA input:
```
! RIJCOSX wB97M-V def2-TZVPD def2/J DEFGRID3
* xyz 0 2
C -1.1652 1.8301 -0.1746
C -0.9505 1.6466 -1.5920
C -1.4381 0.3431 -1.9464
H -0.5828 2.4056 -2.2833
C -1.9036 -0.3074 -0.7501
C -1.7924 0.6342 0.3257
H -2.1958 0.5122 1.3232
H -0.9476 2.7371 0.3819
H -1.5062 -0.0406 -2.9609
H -2.3433 -1.2958 -0.6906
C 2.3257 -0.6062 0.6748
C 2.0928 0.7812 0.9930
C 0.8434 0.8746 1.7086
H 2.7650 1.6116 0.7735
C 0.3117 -0.4645 1.8290
C 1.2171 -1.3711 1.1753
H 1.0788 -2.4484 1.1200
H 3.2113 -0.9946 0.1661
H 0.4164 1.7808 2.1209
H -0.5936 -0.7649 2.3443
Ti 0.3098 0.1819 -0.2892
O -0.9244 -3.4884 -0.9272
C -0.5998 -3.6687 -2.3199
C -1.7285 -4.4708 -1.6941
H -0.8765 -2.8316 -2.9640
H 0.3268 -4.2163 -2.5240
H -2.7585 -4.1493 -1.9157
H -3.5789 -6.4425 -1.7385
C -2.5846 -6.8240 -1.5000
C -1.5205 -5.8943 -1.3909
C -0.2471 -6.3712 -1.0224
H 0.5596 -5.6593 -0.8778
C -0.0389 -7.7270 -0.7808
H 0.9502 -8.0706 -0.4803
C -1.0963 -8.6339 -0.9142
H -0.9269 -9.6944 -0.7445
C -2.3765 -8.1816 -1.2701
H -3.2085 -8.8877 -1.3659
O 0.6816 4.5522 -0.4855
N 1.6814 4.0517 -0.9917
O 1.8156 2.8170 -1.1666
*
```

Properties
expectation value of S² = 0.756
HOMO (spin up / spin down) = -6.6 / -6.6 eV
orbital gap (spin up / spin down) = 5.8 / 5.9 eV

# C18H19B2CuF17I2NO5P2S

A structure of composition C18H19B2CuF17I2NO5P2S at a distorted geometry (the ωB97M-V functional and the def2-TZVPD basis, the Open Molecules 2025 dataset).

Geometry as ORCA input:
```
! RIJCOSX wB97M-V def2-TZVPD def2/J DEFGRID3
* xyz 0 1
C 1.7255 -5.5595 3.7475
O 1.6776 -5.2402 2.3729
B 2.0880 -3.9576 1.9738
O 3.4543 -3.7311 1.8614
B 0.9020 -2.7639 1.5558
C -0.3611 -2.9356 2.6175
I -2.0490 -3.9903 2.0033
C -0.2542 -2.4454 3.8361
C 0.9507 -1.6220 4.2981
I -1.6630 -2.7774 5.4146
O 1.4336 -1.3938 1.4034
C 0.8103 -0.8010 0.2886
C 1.6009 0.4432 -0.1458
C 1.3529 0.8990 -1.5935
C 2.0182 2.2326 -1.9419
F 2.7279 2.7548 -0.9109
F 2.9132 2.0386 -2.9628
C 1.0656 3.3335 -2.4973
F 1.8058 4.3626 -2.9541
F 0.3858 2.7896 -3.5283
C 0.0385 3.9271 -1.4972
F -0.8280 2.9489 -1.1491
F 0.6753 4.3187 -0.3859
C -0.7610 5.1550 -2.0635
F -0.0634 6.2560 -1.7358
F -0.8661 5.1123 -3.3990
C -2.1917 5.3559 -1.4595
F -2.5605 6.5972 -1.7939
F -2.0781 5.2985 -0.1221
C -3.3307 4.3732 -1.9716
F -4.1999 5.0976 -2.6984
F -2.8120 3.4308 -2.7812
C -4.1518 3.6934 -0.8355
F -3.3530 3.0072 -0.0151
F -4.7656 4.6684 -0.1448
C -5.2490 2.7052 -1.3263
F -5.8876 2.2470 -0.2652
F -4.7164 1.6961 -1.9693
F -6.1202 3.3060 -2.1152
P -0.8296 -0.1385 1.0080
O -0.6723 0.2281 2.4479
C 0.7521 -2.0346 -0.6763
C 2.1877 -2.3484 -1.2154
C 2.3151 -3.7797 -1.6694
N 2.4167 -4.1810 -2.8703
P -0.4143 -2.0014 -2.1116
S -2.2564 -1.4067 -1.8722
O 0.3689 -3.0912 0.1590
H 0.8012 -5.2249 4.2471
H 2.5973 -5.1151 4.2534
H 1.7873 -6.6452 3.8537
H 3.9959 -4.0508 2.5966
H 0.9636 -0.5930 3.9303
H 1.8789 -2.1364 4.0195
H 0.8376 -1.5293 5.4008
H 1.3389 1.2736 0.5213
H 2.6683 0.2477 0.0000
H 1.8015 0.1771 -2.2786
H 0.2841 0.9329 -1.8222
H -1.0911 1.0022 0.2360
H -1.8620 -1.0484 0.7858
H 2.4936 -1.7030 -2.0444
H 2.8512 -2.1966 -0.3552
H 2.3427 -4.5503 -0.8965
H 2.4014 -3.3903 -3.5225
H 0.2805 -1.2567 -3.0754
H -0.3116 -3.3031 -2.6120
Cu 0.7089 -2.9677 6.4526
*
```

Properties
HOMO = -8.2 eV
orbital gap = 5.6 eV

# C18H19BN4OPtS2Te

A structure of composition C18H19BN4OPtS2Te (the ωB97M-V functional and the def2-TZVPD basis, the Open Molecules 2025 dataset).

Geometry as ORCA input:
```
! RIJCOSX wB97M-V def2-TZVPD def2/J DEFGRID3
* xyz -2 1
Pt 1.6607 0.4101 -1.5384
S 3.9024 0.7652 -1.4255
C 4.0895 2.4440 -1.8943
C 5.3647 3.0198 -1.9150
C 5.5509 4.3447 -2.2706
C 4.4521 5.1278 -2.6163
C 3.1850 4.5688 -2.6005
C 2.9868 3.2327 -2.2436
S 1.3662 2.5533 -2.2628
H 6.2138 2.4030 -1.6406
H 6.5490 4.7683 -2.2735
H 4.5824 6.1681 -2.8913
H 2.3196 5.1671 -2.8642
Te -1.5263 2.3391 4.2910
C -2.5503 0.5494 3.7976
C -1.9073 -0.6956 3.8525
C -2.5839 -1.8800 3.5921
C -3.9321 -1.8623 3.2516
C -4.5817 -0.6351 3.1611
C -3.8990 0.5466 3.4216
H -0.8523 -0.7261 4.0966
H -2.0477 -2.8215 3.6398
H -4.4625 -2.7857 3.0484
H -5.6281 -0.5941 2.8753
H -4.4161 1.4947 3.3323
B 1.9298 -4.1176 -0.0423
C 1.8901 -2.6131 -0.5458
N 1.8538 -1.5373 -0.9554
H 2.6495 -4.7462 -0.7943
H 0.7868 -4.5453 -0.0740
H 2.3603 -4.1187 1.0937
C -2.0793 -3.2437 -1.8471
N -1.8471 -1.8938 -1.3559
C -2.4443 -1.4685 -0.2196
C -2.1579 -0.2842 0.3314
C -1.0801 0.4689 -0.2360
N -0.4510 0.0371 -1.3483
C -0.8869 -1.1024 -2.0076
O -0.4600 -1.4495 -3.0882
N -0.7204 1.6018 0.3640
H -3.1337 -3.4943 -1.7323
H -1.4639 -3.9597 -1.2998
H -1.8043 -3.2728 -2.8959
H -3.1780 -2.1396 0.2088
H -2.6520 0.0627 1.2202
H -1.0447 1.8263 1.3068
H 0.0974 2.0879 -0.0058
*
```

Properties
HOMO = -1.7 eV
ΔE to the lowest compared entry with this formula, charge and spin = 7.3 kcal/mol
orbital gap = 6.1 eV